# 1
The following is a quantum chemistry calculation of C32H57N4OP2Pb as an isolated structure in a non-equilibrium geometry, from the Open Molecules 2025 dataset.

Values from the calculation:
charge = +1
relative energy (zero: lowest compared OMol25 entry of this formula, charge and spin) = 0.0 kJ/mol
E = -2423.09837 Eh

XYZ file:
```
97
Properties=species:S:1:pos:R:3:forces:R:3
C -0.6602 -2.3300 -1.4937 -0.2 -0.7 -0.4
C 1.5581 -2.1796 -0.7244 0.8 1.3 0.4
C -0.3936 -3.5296 -2.1532 -1.1 0.7 0.2
C 1.8252 -3.4680 -1.2660 -0.4 -0.6 -0.4
C 0.8564 -4.1303 -1.9885 0.9 0.3 0.4
H -1.1845 -3.9820 -2.7448 0.2 0.0 0.1
H 2.8313 -3.8595 -1.1292 -0.3 -0.1 -0.1
H 1.0613 -5.0996 -2.4390 0.0 0.2 0.1
N 0.2713 -1.6829 -0.7839 0.1 0.5 0.5
P -2.5899 -0.8163 -0.0834 -0.1 -0.3 0.0
P 2.6850 0.2989 0.1999 0.2 -0.4 -0.5
C -2.0639 -1.7205 -1.5952 0.2 -0.1 -0.4
H -2.0833 -1.0292 -2.4500 0.1 -0.1 0.3
H -2.7849 -2.5114 -1.8397 0.2 0.1 0.0
C -0.3149 2.8146 2.2303 0.0 2.8 1.6
O -0.3303 3.8039 2.7995 0.0 -2.0 -1.1
C 2.6319 -1.4079 -0.2062 -0.1 -1.1 0.5
H 3.5715 -1.9703 -0.1191 -0.3 0.3 -0.2
C 3.4934 1.0861 -1.3708 0.1 0.1 0.7
C 3.8021 0.4645 1.7698 -0.2 0.1 -0.8
C -3.8488 0.5377 -0.5930 0.0 -0.6 0.2
C -3.2528 -2.2108 1.0162 -0.4 0.4 -0.3
C 3.1280 2.5789 -1.3764 0.2 0.1 -0.2
H 3.4718 3.0948 -0.4700 -0.1 -0.1 -0.2
H 3.6064 3.0660 -2.2412 -0.1 0.0 0.2
H 2.0422 2.7228 -1.4603 0.3 0.0 0.1
C 5.0101 0.8800 -1.3819 0.2 0.2 -0.3
H 5.5299 1.4267 -0.5869 -0.1 -0.1 -0.2
H 5.2720 -0.1849 -1.3274 -0.1 0.2 0.0
H 5.4041 1.2574 -2.3390 0.0 -0.1 0.2
C 2.9280 0.4037 -2.6252 0.0 -0.1 0.1
H 3.3454 0.8909 -3.5201 0.0 0.0 0.2
H 3.2015 -0.6575 -2.6617 -0.1 0.2 0.0
H 1.8381 0.4844 -2.6732 0.3 -0.2 0.0
C 4.1533 1.9499 1.9733 0.1 -0.1 0.1
H 3.2506 2.5731 2.0457 0.2 -0.1 0.0
H 4.7053 2.0464 2.9202 -0.1 0.1 -0.2
H 4.7955 2.3508 1.1788 -0.2 -0.1 0.2
C 3.0053 -0.0259 2.9904 0.0 0.0 -0.1
H 2.1214 0.5941 3.1904 0.1 -0.1 -0.1
H 2.6832 -1.0695 2.8777 0.0 0.2 -0.1
H 3.6572 0.0309 3.8760 -0.1 0.0 -0.2
C 5.0687 -0.3880 1.6673 0.3 0.1 0.2
H 5.7048 -0.1277 0.8167 -0.2 -0.1 0.2
H 5.6605 -0.2145 2.5782 0.0 -0.1 -0.1
H 4.8329 -1.4569 1.6237 0.0 0.2 0.0
C -3.6569 -1.6114 2.3744 -0.1 0.0 0.1
H -4.0733 -2.4190 2.9981 0.1 0.2 -0.1
H -2.7823 -1.1945 2.8933 -0.3 -0.1 -0.2
H -4.4202 -0.8251 2.2898 0.2 -0.3 0.1
C -2.1323 -3.2350 1.2625 0.1 0.1 -0.1
H -1.8324 -3.7505 0.3429 0.0 0.1 0.2
H -1.2523 -2.7683 1.7226 -0.2 -0.2 -0.2
H -2.5128 -3.9963 1.9621 0.0 0.2 -0.2
C -4.4409 -2.9174 0.3476 -0.2 -0.2 0.3
H -4.6425 -3.8464 0.9003 0.0 0.1 -0.1
H -5.3549 -2.3155 0.3809 0.3 -0.2 0.0
H -4.2396 -3.1958 -0.6942 -0.1 0.0 0.3
C -3.7524 0.7782 -2.1043 -0.1 0.1 -0.1
H -4.0367 -0.1104 -2.6849 0.1 0.2 0.2
H -4.4505 1.5836 -2.3807 0.2 -0.1 0.1
H -2.7414 1.0949 -2.3961 -0.3 -0.2 0.1
C -3.4632 1.8379 0.1456 -0.1 -0.1 0.0
H -2.4742 2.2110 -0.1644 -0.2 -0.1 0.1
H -4.2074 2.6118 -0.1038 0.2 -0.2 0.1
H -3.4634 1.7073 1.2387 0.0 0.0 -0.3
C -5.2913 0.1661 -0.2342 -0.3 0.3 -0.2
H -5.6384 -0.7150 -0.7880 0.1 0.3 0.2
H -5.4324 0.0100 0.8431 0.0 0.0 -0.4
H -5.9389 1.0084 -0.5254 0.1 -0.2 0.1
Pb -0.1524 0.3341 0.7207 0.6 -0.6 -0.5
N -0.2494 1.3934 -1.6156 0.7 1.0 -3.1
C -0.0645 1.8531 -2.6795 -1.7 -0.1 2.5
C -0.2017 2.7023 -3.9084 0.5 -0.2 -0.4
C 0.8797 2.3307 -4.9226 0.4 -0.3 -0.1
C -1.5845 2.4615 -4.5160 -0.5 -0.2 0.1
C -0.0689 4.1696 -3.4924 0.0 0.2 0.5
H 1.8828 2.4614 -4.4985 -0.2 0.0 -0.1
H 0.7677 1.2843 -5.2338 0.1 0.2 0.0
H 0.8001 2.9642 -5.8131 -0.1 -0.1 0.2
H -2.3687 2.7698 -3.8110 0.1 -0.1 -0.2
H -1.7093 3.0558 -5.4313 0.2 -0.1 0.2
H -1.7212 1.4021 -4.7738 0.0 0.3 0.1
H -0.1226 4.8192 -4.3745 0.0 -0.3 0.1
H -0.8941 4.4425 -2.8203 0.2 0.0 -0.1
H 0.8833 4.3573 -2.9794 -0.2 0.0 -0.1
C 0.6769 -1.9287 6.0959 0.5 -0.3 -0.2
N -0.3022 -1.1066 5.3738 -0.1 -0.1 0.9
C -1.2924 -0.3282 6.1354 -0.4 0.3 -0.3
C -0.2849 -1.0580 4.0774 0.0 0.4 -3.0
N -0.2802 -0.9787 2.8957 0.0 -0.5 3.1
H 0.4131 -1.9099 7.1594 0.1 -0.1 -0.4
H 1.6983 -1.5359 5.9623 -0.4 -0.1 0.1
H 0.6577 -2.9635 5.7206 0.0 0.3 0.2
H -1.1709 0.7533 5.9571 0.0 -0.4 0.1
H -2.3145 -0.6105 5.8371 0.3 0.0 0.2
H -1.1433 -0.5462 7.1982 -0.1 0.1 -0.4
```
Positions in Å, forces in eV/Å.

Löwdin population analysis, charges in e, atoms 1 to 5: number 1, C, carries -0.372; number 2, C, carries -0.373; number 3, C, carries -0.074; number 4, C, carries -0.045; number 5, C, carries -0.070



# 2
The following is a quantum chemistry calculation of a 10-piece molecular cluster, C32H58Br2O27 overall in a non-equilibrium geometry, from the Open Molecules 2025 dataset.

Values from the calculation:
SMILES string = C[C@H]1COC(=O)O1.C[C@H]1COC(=O)O1.C[C@H]1COC(=O)O1.COC(=O)OC.COC(=O)OC.COC(=O)OC.COC(=O)OC.COC(=O)OC.COC(=O)OC.BrCCBr
charge = 0
relative energy (zero: lowest compared OMol25 entry of this formula, charge and spin) = 397.0 kJ/mol
E = -8433.51631 Eh

XYZ file:
```
119
Properties=species:S:1:pos:R:3:forces:R:3
C 22.6060 -16.5152 35.3468 -1.8 1.1 1.3
C 21.3173 -15.6312 35.1120 3.9 -2.9 -1.4
C 20.9625 -14.5494 36.0385 0.3 -2.2 3.0
O 20.8248 -13.4064 35.2651 -0.7 0.3 -1.2
C 21.2664 -13.7402 34.0346 -0.2 3.6 -2.2
O 21.2597 -12.9750 33.0709 -0.1 -0.7 1.6
O 21.7856 -14.9195 33.9751 -0.9 -0.5 -1.4
H 23.4991 -15.8930 35.4053 -0.2 0.2 0.2
H 22.7354 -17.2174 34.5233 -0.3 -0.3 0.4
H 22.3423 -16.9100 36.3280 0.9 -1.0 -0.1
H 20.5486 -16.3684 34.8804 -0.5 0.6 -0.4
H 21.7342 -14.4423 36.8009 0.1 0.5 -0.1
H 20.1161 -15.0067 36.5509 -0.8 1.4 0.1
C 22.9856 -11.0768 30.4933 1.3 0.4 0.7
C 23.4072 -12.4584 30.0864 -1.5 -0.4 -0.5
C 22.2961 -13.5005 30.0724 -1.5 0.4 0.4
O 22.0624 -13.8775 28.6700 1.4 0.5 1.8
C 23.0698 -13.3119 27.9551 0.2 -1.2 -2.3
O 23.2422 -13.6374 26.7793 0.1 1.7 3.3
O 23.7929 -12.4228 28.7285 0.2 -1.1 -2.3
H 23.8745 -10.4834 30.2794 -0.1 0.5 0.1
H 22.8600 -11.0544 31.5758 -0.2 0.1 0.0
H 22.1462 -10.5821 30.0046 -0.1 -0.6 -0.2
H 24.2211 -12.8492 30.6971 0.3 0.4 -0.1
H 21.3630 -13.0738 30.4405 0.0 0.0 -0.1
H 22.5443 -14.2778 30.7951 -0.1 -0.8 -0.8
C 18.5994 -16.3412 42.2850 1.1 1.6 0.3
C 18.8262 -14.7902 42.0810 -0.9 -3.0 -0.2
C 20.1450 -14.1776 42.5241 -2.0 1.2 -0.2
O 20.7751 -13.8770 41.3061 1.6 -0.4 -1.5
C 20.0519 -14.2142 40.1845 -0.4 0.5 -0.3
O 20.4202 -14.0427 39.0329 -0.9 -0.6 2.9
O 18.8373 -14.7040 40.6030 1.1 1.0 0.3
H 18.5622 -16.6885 43.3175 -0.4 0.4 0.2
H 19.5403 -16.7604 41.9286 -0.5 -0.5 -0.5
H 17.7062 -16.6048 41.7185 0.4 -0.4 0.0
H 17.9964 -14.2511 42.5380 -0.1 0.2 -0.7
H 20.7126 -14.7037 43.2918 0.3 -0.3 -0.6
H 19.7976 -13.2238 42.9212 0.7 0.2 0.5
C 15.2559 -13.4608 34.8053 0.5 0.5 1.7
O 15.9384 -14.2702 33.8703 0.6 -0.2 -0.3
C 17.0523 -14.8915 34.3253 -0.1 -0.2 1.4
O 17.4511 -14.8224 35.5051 -0.5 -0.3 -3.8
O 17.5919 -15.6562 33.3391 0.5 0.1 1.4
C 17.0520 -15.6990 31.9902 -0.2 1.1 0.6
H 14.6035 -14.0615 35.4390 -0.5 0.0 -0.5
H 14.7846 -12.5868 34.3558 -0.1 -0.6 -0.4
H 15.9635 -13.0781 35.5407 0.2 0.2 -0.2
H 16.9767 -14.6559 31.6830 -0.2 -0.2 -0.4
H 16.0678 -16.1671 32.0062 0.1 0.0 -0.1
H 17.7517 -16.2214 31.3378 0.0 -0.1 0.5
C 27.0254 -16.5514 35.4274 0.3 -0.3 -1.1
O 27.5221 -15.2889 35.8008 -1.2 0.2 -3.4
C 27.9413 -15.0733 36.9424 2.6 -0.8 7.5
O 27.8898 -15.8823 37.9220 0.2 2.6 -2.7
O 28.5298 -13.8536 36.9422 -0.4 0.4 -0.2
C 29.4428 -13.3340 37.9544 -0.9 -1.7 -0.1
H 25.9527 -16.5798 35.6186 0.1 -0.3 -0.2
H 27.5644 -17.4068 35.8346 -0.1 0.3 0.6
H 27.3420 -16.4848 34.3865 -1.0 -0.7 -0.4
H 30.4139 -13.7250 37.6508 0.2 0.5 0.3
H 29.1530 -13.7598 38.9150 0.2 0.1 0.1
H 29.3646 -12.2475 37.9917 0.0 -0.3 -0.4
C 24.5085 -12.6254 34.6692 1.7 0.6 -2.9
O 23.9606 -13.0186 35.8141 -3.7 -1.6 2.3
C 24.4417 -12.9699 37.0060 2.5 1.7 2.6
O 25.2817 -12.1200 37.3734 -2.4 -2.8 -0.3
O 23.8561 -14.0115 37.7244 -0.4 1.4 -2.1
C 23.9157 -14.0236 39.1204 2.1 0.4 1.4
H 24.9044 -13.5738 34.3058 0.9 0.5 -0.9
H 25.2057 -11.7918 34.7539 0.4 -0.3 0.1
H 23.7487 -12.3225 33.9488 -0.3 0.0 0.2
H 24.9635 -14.2445 39.3239 0.2 0.1 0.6
H 23.3680 -14.8189 39.6260 -0.6 0.0 -0.9
H 23.6815 -13.0695 39.5925 -0.2 0.0 -0.3
C 17.9887 -20.9682 30.3885 0.0 -0.2 1.0
O 18.2911 -19.5585 30.7045 -0.3 -0.7 -0.4
C 19.5038 -19.2130 31.1738 2.3 -1.9 -0.6
O 20.4618 -19.9524 31.3861 -1.6 0.3 -0.3
O 19.5777 -17.9166 31.3041 -0.2 2.5 -0.4
C 20.8531 -17.1368 31.2566 -0.7 -0.8 0.6
H 16.9151 -21.1405 30.3125 -0.1 1.0 0.2
H 18.2799 -21.5957 31.2308 0.5 0.1 -0.2
H 18.3614 -21.3732 29.4476 0.7 0.7 0.1
H 20.6198 -16.1164 31.5606 -0.4 -0.3 0.3
H 21.2689 -17.0295 30.2548 -0.2 -0.7 -0.1
H 21.5498 -17.5832 31.9662 0.1 0.0 -0.3
C 20.9632 -17.6393 39.6640 0.4 0.2 -0.3
O 20.1713 -17.6414 38.5012 -0.4 -0.1 0.7
C 18.8339 -17.5768 38.5243 -1.1 -1.0 0.7
O 18.0059 -17.8809 39.3833 2.2 0.7 -1.5
O 18.6037 -17.1828 37.2858 -0.4 -0.6 -0.8
C 17.4101 -17.5581 36.6481 -1.5 0.5 -1.1
H 20.6709 -16.8147 40.3140 0.2 -0.2 0.1
H 21.9279 -17.4464 39.1947 0.3 0.1 0.7
H 20.9848 -18.6068 40.1656 -0.2 0.1 0.1
H 17.5764 -17.7597 35.5899 0.7 0.5 -0.1
H 16.7747 -16.6740 36.7005 -0.5 -0.5 0.0
H 16.9059 -18.4882 36.9104 0.3 0.2 1.2
C 21.5353 -20.3171 34.3598 -1.0 -0.8 -0.8
O 22.6016 -19.8480 35.1169 1.0 0.7 -2.7
C 22.6290 -20.2046 36.3314 -0.8 0.1 4.0
O 21.9568 -21.0066 36.9533 0.4 0.0 -1.2
O 23.4520 -19.3444 36.9298 0.2 0.8 1.6
C 23.6795 -19.5900 38.3474 1.3 -0.5 -0.7
H 21.5363 -19.8609 33.3698 0.1 0.3 0.4
H 20.6509 -20.0774 34.9501 -0.4 -0.4 -0.5
H 21.6551 -21.3832 34.1672 -0.3 -0.1 0.3
H 24.3989 -20.4033 38.2514 -0.1 -0.2 1.1
H 22.8452 -19.8319 39.0058 -0.3 -0.2 -0.8
H 24.1776 -18.7344 38.8034 0.1 0.2 -0.6
Br 22.2141 -8.2266 32.7517 -0.6 -0.4 0.1
C 21.2041 -9.6216 33.7321 1.4 0.2 0.9
C 21.5112 -9.4584 35.2383 -0.7 -0.2 -0.8
Br 20.4775 -8.0146 36.0783 0.3 -0.5 -0.2
H 21.6945 -10.5678 33.5036 -0.2 0.0 -0.5
H 20.1608 -9.6587 33.4186 0.2 0.3 0.2
H 22.5706 -9.2652 35.4064 -0.2 0.2 -0.1
H 21.2731 -10.4232 35.6861 -0.3 0.2 0.4
```
Positions in Å, forces in eV/Å.

Löwdin population analysis, charges in e, atoms 1 to 5: number 1, C, carries 0.026; number 2, C, carries -0.269; number 3, C, carries -0.138; number 4, O, carries 0.119; number 5, C, carries -0.572



Calculated HOMO-LUMO gap (eV), listed in the same order as above: 6.18; 10.25